# 1
Molecular formula: C2H6BrN3
Method: DFT, ωB97M-V/def2-TZVPD

Structure (XYZ):
```
12
Properties=species:S:1:pos:R:3
C 0.78 -1.12 0.12
C -1.49 0.78 -0.03
N 1.84 -1.78 -0.05
N -1.60 2.06 0.00
N 0.54 0.18 -0.04
Br -2.61 -0.60 -0.06
H -0.19 -1.68 0.20
H 1.80 -2.80 -0.05
H 2.69 -1.31 -0.05
H -0.56 2.48 0.18
H -2.33 2.77 -0.22
H 1.12 1.02 0.00
```

The value obtained for the energy above the lowest of the compared OMol25 structures with the same formula, charge and spin is 3.005 eV. The net charge is +2. The HOMO energy is -19.9 eV. The value obtained for the largest force on an atom is 4.81 eV Å⁻¹. The total energy comes out at -2817.29095 Ha.

Atomic partial charges in e from the Löwdin method, atoms 1 to 5: number 1, C, carries -0.222; number 2, C, carries -0.542; number 3, N, carries 0.253; number 4, N, carries 0.189; number 5, N, carries 0.162

***

# 2
Molecular formula: C4H10S
Method: DFT, ωB97M-V/def2-TZVPD

Structure (XYZ):
```
15
Properties=species:S:1:pos:R:3
C -1.55 -0.61 0.26
C -1.43 0.95 0.45
C -1.59 0.83 -0.94
S 1.41 -0.37 0.51
C 3.15 -0.48 0.03
H -0.86 -1.12 -0.43
H -2.59 -0.91 0.19
H -1.13 -0.98 1.22
H -2.21 1.35 1.09
H -0.45 1.22 0.85
H -0.69 0.77 -1.55
H -2.57 0.90 -1.39
H 3.35 -1.40 -0.52
H 3.80 -0.48 0.90
H 3.37 0.34 -0.65
```

The value obtained for the energy above the lowest of the compared OMol25 structures with the same formula, charge and spin is 4.689 eV. The net charge is 0. The HOMO energy is -6.4 eV. The value obtained for the largest force on an atom is 2.03 eV Å⁻¹. The total energy comes out at -556.40968 Ha.

Atomic partial charges in e from the Löwdin method, atoms 1 to 5: number 1, C, carries -0.173; number 2, C, carries -0.241; number 3, C, carries 0.090; number 4, S, carries 0.336; number 5, C, carries -0.650

***

# 3
Molecular formula: C4H10O6
Method: DFT, ωB97M-V/def2-TZVPD

Structure (XYZ):
```
20
Properties=species:S:1:pos:R:3
C -1.23 -2.27 0.74
C -0.21 -1.29 0.27
C -0.74 0.18 0.51
O -1.95 0.35 -0.01
C -2.17 1.80 -0.22
O 0.33 0.86 -0.27
O 0.27 2.32 0.73
O 1.23 2.02 1.76
O 2.42 1.37 1.22
O 0.03 -1.48 -1.11
H -1.43 -2.11 1.81
H -2.16 -2.09 0.19
H -0.90 -3.30 0.61
H 0.75 -1.41 0.80
H -0.63 0.34 1.61
H -3.06 1.81 -0.85
H -2.36 2.27 0.76
H -1.35 2.28 -0.76
H 2.28 1.64 0.28
H 0.49 -0.69 -1.44
```

The value obtained for the energy above the lowest of the compared OMol25 structures with the same formula, charge and spin is 10.775 eV. The net charge is 0. The HOMO energy (alpha / beta) is -10.2 / -10.1 eV. The value obtained for the largest force on an atom is 5.63 eV Å⁻¹. The total energy comes out at -609.49030 Ha.

Atomic partial charges in e from the Löwdin method, atoms 1 to 5: number 1, C, carries -0.039; number 2, C, carries -0.378; number 3, C, carries -0.391; number 4, O, carries -0.069; number 5, C, carries -0.013

***

# 4
Molecular formula: C6H9F
Method: DFT, ωB97M-V/def2-TZVPD

Structure (XYZ):
```
16
Properties=species:S:1:pos:R:3
C 0.57 -0.51 -0.21
C -0.61 -0.99 -0.82
C -1.71 -0.12 -0.02
C -0.85 1.25 0.52
C 0.46 1.01 -0.37
C 1.72 0.30 -0.40
H -0.74 -0.98 -1.93
H -0.84 -2.08 -0.68
H -2.41 0.28 -0.76
H -2.20 -0.69 0.88
H -0.65 1.06 1.61
H -1.50 2.03 0.18
H 0.41 1.26 -1.31
H 2.25 0.77 -1.16
H 2.33 0.15 0.50
F 0.65 -0.82 1.15
```

The value obtained for the energy above the lowest of the compared OMol25 structures with the same formula, charge and spin is 4.040 eV. The net charge is 0. The HOMO energy is -8.5 eV. The value obtained for the largest force on an atom is 6.96 eV Å⁻¹. Its SMILES is F[C@@]12CCC[C@H]1C2. The total energy comes out at -333.70788 Ha.

Atomic partial charges in e from the Löwdin method, atoms 1 to 5: number 1, C, carries -0.468; number 2, C, carries -0.138; number 3, C, carries -0.112; number 4, C, carries -0.051; number 5, C, carries -0.163

***

# 5
Molecular formula: C13H28CuN4O3P2S
Method: DFT, ωB97M-V/def2-TZVPD

Structure (XYZ):
```
52
Properties=species:S:1:pos:R:3
Cu 0.23 0.63 0.34
N 1.04 2.14 -0.69
C 0.92 3.42 0.01
C 0.48 3.21 1.48
O 0.75 4.00 2.36
N -0.25 2.09 1.59
C -0.60 1.57 2.89
C -0.90 0.06 2.71
O -1.70 -0.51 3.43
O -0.25 -0.51 1.76
H 2.00 1.88 -0.89
H 0.49 2.13 -1.54
H 0.17 4.04 -0.47
H 1.86 3.98 0.01
H -1.48 2.07 3.32
H 0.22 1.68 3.60
C 0.18 -1.35 -2.74
P 0.15 -1.32 -0.91
C -1.49 -2.05 -0.57
C 1.20 -2.74 -0.40
C 2.56 -2.72 -1.08
P 3.20 -0.98 -1.13
C 4.94 -1.39 -1.63
C 3.51 -0.72 0.67
H -0.04 -2.35 -3.11
H 1.16 -1.02 -3.09
H -0.57 -0.65 -3.10
H -1.61 -2.99 -1.11
H -2.27 -1.35 -0.89
H -1.57 -2.20 0.50
H 0.66 -3.68 -0.58
H 1.32 -2.62 0.68
H 2.48 -3.07 -2.12
H 3.26 -3.38 -0.56
H 5.36 -2.14 -0.96
H 5.55 -0.49 -1.58
H 4.95 -1.77 -2.65
H 3.98 -1.60 1.12
H 2.57 -0.51 1.18
H 4.17 0.14 0.78
S -1.88 1.45 -1.83
C -3.00 1.18 -0.65
N -4.10 0.42 -0.81
C -4.93 0.41 0.38
C -4.01 1.08 1.42
N -2.96 1.66 0.60
H -4.46 0.20 -1.73
H -5.20 -0.61 0.65
H -5.85 0.98 0.22
H -3.60 0.35 2.13
H -4.53 1.86 1.98
H -2.09 2.02 1.00
```

Its multiplicity is 2. The value obtained for the energy above the lowest of the compared OMol25 structures with the same formula, charge and spin is 0.000 eV. The net charge is 0. The HOMO energy (alpha / beta) is -8.0 / -8.6 eV. The value obtained for the largest force on an atom is 1.24 eV Å⁻¹. The total energy comes out at -3678.35866 Ha.

Atomic partial charges in e from the Löwdin method, atoms 1 to 5: number 1, Cu, carries 0.355; number 2, N, carries -0.050; number 3, C, carries -0.128; number 4, C, carries -0.549; number 5, O, carries 0.043

***

# 6
Molecular formula: C43H63AsN2OPSSi2Tl
Method: DFT, ωB97M-V/def2-TZVPD

Structure (XYZ):
```
115
Properties=species:S:1:pos:R:3
Tl -1.52 -0.24 -0.41
C 1.04 -2.03 4.00
C -0.15 -1.83 4.93
C -0.93 -0.54 4.68
S -1.99 -0.38 3.22
O -1.06 -0.29 2.00
C -2.76 -2.03 3.16
C -2.02 -3.05 2.29
C -2.85 -4.32 2.12
H 1.51 -2.99 4.19
H 1.80 -1.26 4.17
H 0.74 -1.98 2.95
H 0.21 -1.78 5.96
H -0.82 -2.69 4.87
H -0.25 0.32 4.59
H -1.62 -0.33 5.50
H -3.76 -1.84 2.75
H -2.88 -2.37 4.19
H -1.06 -3.30 2.74
H -1.82 -2.61 1.31
H -3.05 -4.80 3.08
H -2.31 -5.04 1.50
H -3.81 -4.11 1.64
C 2.61 -0.20 -0.15
C 2.79 -1.40 0.76
As 4.32 -1.19 2.01
C 3.80 0.53 2.81
C 4.80 1.30 3.40
C 4.50 2.51 4.00
C 3.19 2.97 4.04
C 2.18 2.19 3.49
C 2.48 0.97 2.89
C 5.63 -0.58 0.70
C 5.78 0.75 0.30
C 6.76 1.10 -0.62
C 7.60 0.12 -1.14
C 7.46 -1.20 -0.74
C 6.48 -1.54 0.18
P 1.13 -0.29 -1.20
C 1.34 -1.82 -2.13
C 0.54 -2.92 -1.82
C 0.72 -4.13 -2.47
C 1.71 -4.25 -3.44
C 2.51 -3.16 -3.75
C 2.34 -1.95 -3.10
C 1.37 1.05 -2.40
C 1.86 2.28 -1.95
C 2.03 3.32 -2.85
C 1.71 3.15 -4.19
C 1.18 1.94 -4.63
C 1.00 0.90 -3.73
H 3.46 -0.08 -0.84
H 2.53 0.71 0.45
H 2.97 -2.31 0.17
H 1.90 -1.58 1.37
H 5.83 0.95 3.38
H 5.29 3.10 4.46
H 2.95 3.91 4.51
H 1.15 2.52 3.53
H 1.67 0.37 2.49
H 5.14 1.52 0.71
H 6.87 2.13 -0.93
H 8.37 0.40 -1.85
H 8.13 -1.95 -1.13
H 6.38 -2.57 0.50
H -0.22 -2.83 -1.05
H 0.10 -4.98 -2.22
H 1.86 -5.19 -3.95
H 3.28 -3.25 -4.51
H 2.98 -1.11 -3.34
H 2.10 2.43 -0.91
H 2.43 4.27 -2.50
H 1.86 3.96 -4.89
H 0.90 1.82 -5.67
H 0.58 -0.04 -4.07
C -1.01 5.51 0.79
N -1.00 4.32 -0.05
C -1.15 4.29 -1.42
C -1.18 2.98 -1.77
N -1.05 2.20 -0.64
C -0.94 3.05 0.37
H -0.47 6.31 0.29
H -0.52 5.29 1.73
H -2.03 5.84 0.97
H -1.21 5.19 -2.01
H -1.27 2.54 -2.76
H -0.79 2.76 1.40
C -3.08 -3.02 -2.30
Si -3.97 -1.39 -2.45
C -5.79 -1.68 -2.70
C -3.21 -0.32 -3.77
C -3.90 -0.54 -0.74
Si -4.79 1.09 -0.27
C -6.56 0.57 -0.02
C -4.58 2.35 -1.61
C -4.06 1.68 1.34
H -3.12 -3.56 -3.25
H -3.54 -3.65 -1.54
H -2.02 -2.90 -2.05
H -5.94 -2.36 -3.54
H -6.32 -0.75 -2.93
H -6.25 -2.12 -1.82
H -3.10 -0.89 -4.69
H -2.21 0.04 -3.48
H -3.82 0.55 -4.00
H -4.00 -1.27 0.07
H -7.04 0.29 -0.96
H -7.13 1.40 0.40
H -6.65 -0.27 0.67
H -5.14 2.10 -2.52
H -3.53 2.47 -1.89
H -4.94 3.33 -1.27
H -4.36 1.04 2.17
H -4.39 2.70 1.57
H -2.97 1.70 1.30
```

The value obtained for the energy above the lowest of the compared OMol25 structures with the same formula, charge and spin is 0.000 eV. The net charge is +2. The HOMO energy is -12.4 eV. The value obtained for the largest force on an atom is 1.76 eV Å⁻¹. The total energy comes out at -5587.40512 Ha.

Atomic partial charges in e from the Löwdin method, atoms 1 to 5: number 1, Tl, carries 0.932; number 2, C, carries -0.101; number 3, C, carries -0.254; number 4, C, carries -0.317; number 5, S, carries 0.981